18
Properties=species:S:1:pos:R:3 method="wB97M-V/def2-TZVPD" total_energy_ha=-289.84826 smiles="C/C=C/C=C/NC" homo_ev=-7.60 total_charge=0
C -1.83 -0.26 3.06
C -1.60 0.39 1.78
C -0.43 0.65 1.17
C -0.05 0.06 -0.24
C 0.82 0.75 -1.05
N 1.55 0.18 -2.17
C 1.41 -1.22 -2.47
H -0.95 -0.73 3.61
H -2.51 -1.04 2.92
H -2.25 0.52 3.75
H -2.37 0.24 1.01
H 0.25 1.14 1.74
H -0.46 -0.89 -0.46
H 1.12 1.83 -0.80
H 2.43 0.46 -2.25
H 0.37 -1.53 -2.67
H 1.89 -1.49 -3.40
H 1.75 -1.98 -1.76